(a)
15
Properties=species:S:1:pos:R:3:nbo_charge:R:1 method="wB97M-V/def2-TZVPD" lumo_energy_ev="-0.241 / 0.090" homo_ha="-0.293 / -0.281" homo_lumo_gap_ev="7.74 / 7.75"
C -1.1756 0.5484 2.2026 0.19
C 0.4084 -0.6748 -1.3399 -0.56
C 0.6734 0.9117 -0.8538 -0.19
C -0.0901 0.6024 1.3664 -0.15
C -0.0632 -1.4974 -0.3482 0.23
N -2.1416 0.5114 2.8630 -0.32
N -0.1561 1.3291 0.1830 -0.53
F 0.7984 -2.2586 0.4603 -0.38
H -0.3632 -0.5644 -1.9897 0.23
H 1.3019 -1.1233 -1.8274 0.25
H 1.7586 0.8070 -0.5447 0.20
H 0.5461 1.5514 -1.6495 0.21
H 0.7950 0.1800 1.5255 0.21
H -1.0757 -1.9207 -0.0082 0.20
H -1.2163 1.5978 -0.0394 0.40

=====

(b)
15
Properties=species:S:1:pos:R:3:nbo_charge:R:1 method="wB97M-V/def2-TZVPD" smiles=FCCn1ccnc1 lumo_energy_ev=0.729 homo_ha=-0.305 homo_lumo_gap_ev=9.03
C 1.9307 0.9647 1.2478 -0.09
C 0.9731 -0.0840 1.2134 -0.13
C 1.0588 0.9593 -0.7137 0.14
C -0.6133 -1.0646 -0.7677 -0.23
C 0.2502 -2.1122 -1.6856 0.06
N 1.9388 1.6323 0.0645 -0.45
N 0.4425 -0.1032 -0.0802 -0.35
F 1.1246 -1.3317 -2.3413 -0.33
H 2.5663 1.2084 2.1123 0.21
H 0.5410 -0.6960 1.9825 0.21
H -1.3318 -0.3830 -1.2033 0.22
H -0.6314 -2.3870 -1.8279 0.17
H -1.1586 -1.5908 -0.0595 0.20
H 1.1605 1.1452 -1.6821 0.19
H 0.8631 -2.8152 -1.0499 0.17

=====

Which one sits at the bottom of the stability order? (a) does.

=====

(a)
28
Properties=species:S:1:pos:R:3:nbo_charge:R:1 method="wB97M-V/def2-TZVPD" smiles="CC(C)C(C)(O)O.C=CC" lumo_energy_ev=0.763 homo_ha=-0.354 homo_lumo_gap_ev=10.40
C 0.7851 -0.0398 -0.8567 0.53
C -2.9591 -0.3284 -0.2896 0.05
C 1.6911 -0.5259 0.3105 -0.25
C 0.8477 1.4665 -1.1045 -0.64
C -2.9998 1.0416 0.2842 -0.67
C -2.6490 -1.4548 0.4220 -0.63
C 1.2364 0.0197 1.6640 -0.61
C 3.1672 -0.2141 0.0605 -0.61
O -0.5395 -0.3730 -0.6018 -0.82
O 1.2232 -0.6484 -2.0731 -0.74
H 0.9854 -1.5816 -2.0289 0.47
H -3.1168 -0.4036 -1.3578 0.20
H 1.5698 -1.6179 0.3249 0.19
H 0.1562 1.7036 -1.9106 0.22
H 1.8483 1.7630 -1.4077 0.22
H 0.5481 2.0084 -0.2109 0.21
H -2.7132 -1.4141 1.5030 0.21
H -4.0183 1.4346 0.2166 0.23
H -2.3483 1.7071 -0.2791 0.24
H -2.6777 1.0475 1.3241 0.22
H -1.0860 -1.2490 -0.0576 0.51
H -2.9588 -2.4182 0.0376 0.22
H 1.4269 1.0908 1.7373 0.20
H 3.7944 -0.7309 0.7878 0.21
H 1.7887 -0.4640 2.4704 0.21
H 0.1728 -0.1588 1.8160 0.21
H 3.3629 0.8537 0.1629 0.20
H 3.4622 -0.5138 -0.9436 0.23

=====

(b)
28
Properties=species:S:1:pos:R:3:nbo_charge:R:1 method="wB97M-V/def2-TZVPD" smiles=CCC[C@@H](O)[C@@H](CC)CO lumo_energy_ev=0.875 homo_ha=-0.362 homo_lumo_gap_ev=10.71
C -3.2047 0.0244 -1.2597 -0.61
C -2.8865 -0.1705 0.2177 -0.40
C -1.4297 -0.5758 0.4576 -0.42
H -1.3227 -0.9488 1.4815 0.19
H -1.1734 -1.3827 -0.2280 0.21
C -0.4591 0.5973 0.2666 0.10
O -0.8490 1.6948 1.0660 -0.72
H -0.8592 1.4085 1.9872 0.46
H -0.5177 0.9690 -0.7607 0.19
C 1.0161 0.2390 0.5653 -0.25
C 1.4747 -1.0527 -0.1234 -0.41
C 2.9503 -1.3720 0.1083 -0.61
H 3.1860 -2.3497 -0.3066 0.21
H 3.6074 -0.6438 -0.3607 0.20
H 3.1700 -1.3925 1.1737 0.21
H 0.8892 -1.8843 0.2705 0.21
H 1.2703 -0.9883 -1.1952 0.20
C 1.8813 1.4509 0.1677 -0.07
O 1.9633 1.6531 -1.2206 -0.72
H 2.3628 0.8732 -1.6211 0.46
H 1.4176 2.3566 0.5651 0.20
H 2.8847 1.3550 0.6058 0.16
H 1.1220 0.1096 1.6504 0.19
H -3.5376 -0.9483 0.6238 0.20
H -3.0925 0.7568 0.7551 0.21
H -2.9895 -0.8826 -1.8215 0.20
H -2.6170 0.8377 -1.6762 0.20
H -4.2571 0.2661 -1.3887 0.21

=====

Which one sits at the bottom of the stability order? (a) does.

=====

(a)
13
Properties=species:S:1:pos:R:3:nbo_charge:R:1 method="wB97M-V/def2-TZVPD" lumo_energy_ev="-0.002 / -0.002" homo_ha="-0.292 / -0.292" homo_lumo_gap_ev="7.94 / 7.94"
C -1.3448 -0.2947 0.9541 -0.24
C -0.0012 -0.3296 1.1846 0.04
C -1.9892 0.3141 -0.2063 -0.76
C 0.6145 -0.3770 -1.0810 0.77
N 0.0668 0.0738 -2.2267 -0.89
N 1.1756 -1.6034 -1.0604 -0.80
O 0.6786 0.2742 0.0483 -0.52
P -1.3901 0.8292 -1.7925 0.93
H -1.8889 -0.7130 1.9276 0.23
H 0.5729 -0.6370 2.1009 0.22
H -2.9415 0.7404 -0.1944 0.23
H 0.9378 -2.3094 -1.7178 0.40
H 1.7887 -2.0608 -0.4071 0.40

=====

(b)
13
Properties=species:S:1:pos:R:3:nbo_charge:R:1 method="wB97M-V/def2-TZVPD" smiles="N#CP=C=N.CC=O" lumo_energy_ev=0.523 homo_ha=-0.295 homo_lumo_gap_ev=8.54
C 2.0294 -1.7678 0.1529 0.20
C 2.2229 0.4527 0.0624 -0.09
C -1.8768 1.3982 0.0072 -0.74
C -1.6392 0.0519 0.4459 0.45
N 2.1329 -2.5489 -0.7231 -0.60
N 2.4328 1.3624 -0.5889 -0.34
O -0.5556 -0.4787 0.7164 -0.56
P 2.0552 -0.6119 1.4047 0.43
H -2.9132 1.8300 0.1480 0.23
H -1.1954 2.1501 0.5109 0.25
H -1.8090 1.3555 -1.0991 0.26
H 1.7033 -2.6949 -1.5131 0.40
H -2.5872 -0.4985 0.4756 0.10

=====

Which one sits at the bottom of the stability order? (b) does.

=====

(a)
19
Properties=species:S:1:pos:R:3:nbo_charge:R:1 method="wB97M-V/def2-TZVPD" smiles=CCCSSC.O lumo_energy_ev=0.717 homo_ha=-0.280 homo_lumo_gap_ev=8.35
C 0.8158 -2.2109 -1.4179 -0.41
C 1.9650 -1.5171 -0.6944 -0.63
C -0.3995 -1.3184 -1.6988 -0.52
S -1.1131 -0.4291 -0.3251 0.00
S -0.7069 1.5760 0.0755 0.04
C -1.5745 1.8016 1.7030 -0.70
H 0.6214 -3.1576 -0.9130 0.21
H 0.9990 -2.4886 -2.4731 0.21
H 1.4870 -1.1816 0.2171 0.21
H 2.3525 -0.6745 -1.2967 0.21
H 2.7814 -2.1396 -0.3590 0.22
H -1.2651 -1.8606 -2.0998 0.25
H -0.1197 -0.4513 -2.3065 0.22
H -1.7219 2.8765 1.8189 0.23
H -1.1442 1.4254 2.6106 0.23
H -2.5217 1.4271 1.3567 0.23
H 2.1646 0.1736 1.2534 0.47
H 2.6391 1.3758 1.9223 0.46
O 2.1354 0.5754 2.1307 -0.93

=====

(b)
19
Properties=species:S:1:pos:R:3:nbo_charge:R:1 method="wB97M-V/def2-TZVPD" smiles=CCSSCC.O lumo_energy_ev=0.623 homo_ha=-0.319 homo_lumo_gap_ev=9.29
C 1.0139 -3.3299 -0.9831 -0.62
C 1.0290 -1.7968 -0.7926 -0.54
S 1.0493 -1.3319 0.9538 0.08
S -0.9457 -0.9036 1.3300 0.08
C -1.0936 0.8056 0.6846 -0.53
C -0.6988 1.1428 -0.7272 -0.63
H 0.4682 -3.6209 -1.8861 0.21
H 2.0324 -3.6534 -1.1058 0.21
H 0.5871 -3.7959 -0.1114 0.22
H 1.9183 -1.3611 -1.2136 0.22
H 0.1771 -1.4137 -1.3268 0.22
H -0.5477 1.3720 1.4232 0.22
H -2.1112 1.0434 0.9666 0.22
H 0.3593 1.2923 -0.7825 0.21
H -0.8744 0.4367 -1.5269 0.21
H -1.1757 2.0721 -0.9957 0.22
H -0.0936 5.3897 -2.1162 0.47
H -0.3782 6.6739 -1.3840 0.47
O -0.7296 6.1114 -2.0935 -0.93

=====

(c)
19
Properties=species:S:1:pos:R:3:nbo_charge:R:1 method="wB97M-V/def2-TZVPD" smiles=CCSSCC.O lumo_energy_ev=0.641 homo_ha=-0.308 homo_lumo_gap_ev=9.01
C -1.0867 1.7315 1.1378 -0.65
C -0.0585 2.6507 0.4628 -0.51
S 1.3609 2.0999 -0.6942 0.07
S 0.1794 0.7861 -1.7965 0.06
C 0.8397 -0.8775 -1.4077 -0.52
C -0.1903 -1.9968 -1.5767 -0.62
H -1.3843 2.0258 2.1395 0.22
H -1.9309 1.6554 0.5030 0.22
H -0.7375 0.6907 1.2177 0.23
H -0.5281 3.5038 -0.1735 0.21
H 0.4888 3.4069 1.1197 0.22
H 1.1929 -0.8134 -0.3397 0.21
H 1.6876 -1.1160 -2.0624 0.21
H 0.2768 -2.9483 -1.2345 0.22
H -1.1506 -1.8502 -1.1010 0.22
H -0.3992 -2.0908 -2.6459 0.21
H 0.2116 -2.8635 2.5688 0.47
H 1.0403 -1.9431 1.8202 0.46
O 0.1882 -2.0511 2.0627 -0.92

=====

(d)
19
Properties=species:S:1:pos:R:3:nbo_charge:R:1 method="wB97M-V/def2-TZVPD" smiles=CCSSCC.O lumo_energy_ev=0.392 homo_ha=-0.301 homo_lumo_gap_ev=8.58
C -1.0571 3.3979 -1.3737 -0.64
C -1.9836 2.8847 -0.1888 -0.45
S -0.9877 2.0163 1.2215 0.00
S -1.5018 0.0490 0.5749 0.06
C 0.2594 -0.3640 0.7688 -0.51
C 0.3164 -1.8535 0.6216 -0.63
H -0.8743 4.4371 -1.2290 0.22
H -1.7629 3.3163 -2.2799 0.21
H -0.3069 2.6075 -1.3428 0.23
H -2.8956 2.2702 -0.3035 0.23
H -2.1766 3.6312 0.5101 0.20
H 0.6043 0.2350 -0.0993 0.22
H 0.6321 -0.0087 1.7513 0.22
H 1.3992 -2.1751 0.5564 0.21
H -0.0796 -2.1658 -0.2852 0.21
H -0.2011 -2.3099 1.5097 0.22
H 4.1817 -4.9052 -0.4255 0.48
H 2.9007 -5.4423 0.3322 0.47
O 3.5334 -5.6207 -0.3188 -0.95

=====

Which one sits at the bottom of the stability order? (d) does.

=====

(a)
17
Properties=species:S:1:pos:R:3:nbo_charge:R:1 method="wB97M-V/def2-TZVPD" charge=+2 lumo_energy_ev="-10.013 / -9.810" homo_ha="-0.617 / -0.627" homo_lumo_gap_ev="6.79 / 7.25"
C 1.3526 1.0299 -0.5758 0.09
C -0.2742 1.5549 1.0170 0.25
C -1.8703 -0.2136 1.2416 0.48
C -3.0464 -0.6710 1.3950 -0.38
C 1.8762 -2.0525 -1.9529 0.00
N 1.7633 -1.1203 -1.1625 -0.02
N 1.1332 -0.2643 -0.5896 -0.18
N 0.6939 1.8719 0.1794 -0.41
N -0.6424 0.2491 1.2359 -0.53
H 2.1629 1.4902 -1.2324 0.25
H -0.9182 2.3009 1.3863 0.25
H -3.5343 -1.1269 0.3772 0.35
H -3.6604 -0.7264 2.2504 0.33
H 1.2105 -1.8916 -2.9027 0.23
H 2.5001 -2.9074 -1.9786 0.27
H 1.0835 2.9200 0.1754 0.52
H 0.1698 -0.4428 1.1363 0.48

=====

(b)
17
Properties=species:S:1:pos:R:3:nbo_charge:R:1 method="wB97M-V/def2-TZVPD" charge=+2 lumo_energy_ev="-11.582 / -13.142" homo_ha="-0.761 / -0.675" homo_lumo_gap_ev="9.11 / 5.24"
C -0.3248 -1.2100 1.2657 0.16
C -1.9658 1.1810 -0.0258 0.31
C 0.5475 0.5534 -0.0421 0.50
C 0.5758 -0.8476 0.2408 0.05
C 1.5083 -1.8402 -0.3623 -0.71
N -1.1503 -1.3936 2.0224 -0.09
N -2.6037 0.2574 -0.5709 -0.13
N -0.6172 1.3267 -0.0300 -0.56
N 1.5623 1.2679 -0.4064 -0.61
H -2.7125 1.8200 0.6819 0.37
H 2.0497 -1.4767 -1.2018 0.27
H 1.1431 -2.8068 -0.7893 0.34
H 2.0835 -2.2814 0.4375 0.31
H -3.4892 -0.0269 -0.4589 0.43
H -0.3897 2.2880 -0.0295 0.44
H 2.4399 0.9408 -0.0500 0.46
H 1.3429 2.2480 -0.6812 0.45

=====

Which one sits at the bottom of the stability order? (a) does.